# 1
This record from the Open Molecules 2025 dataset describes 11 unconnected molecules or ions with the total composition C40H84N4O18 at a distorted geometry. The level of theory is wB97M-V/def2-TZVPD.

The LUMO energy comes out at 0.0200 Ha. Its HOMO-LUMO gap is 9.70 eV. As for the SMILES: CCOC(C)=O.CCOC(C)=O.CCOC(C)=O.CCOC(C)=O.CCOC(C)=O.CCOC(C)=O.CCOC(C)=O.CN(C)C=O.CN(C)C=O.CN(C)C=O.CN(C)C=O. The total energy is -85658.9447 eV. As for the molar mass: 909.1 g mol⁻¹. The calculation puts the relative energy (zero: lowest compared OMol25 entry of this formula, charge and spin) at 40.3 kcal/mol. The spin multiplicity is 1.

Positions of all 146 atoms, in Å:
C -3.588 -24.835 13.078
O -3.107 -23.737 13.271
N -4.935 -25.029 12.937
C -5.505 -26.354 12.843
C -5.844 -23.925 13.128
H -2.986 -25.729 12.856
H -5.770 -26.755 13.831
H -4.749 -27.017 12.423
H -6.444 -26.290 12.295
H -6.437 -24.117 14.030
H -5.351 -22.964 13.215
H -6.589 -23.835 12.333
C 4.716 -22.846 13.946
O 3.935 -21.973 14.270
N 5.351 -23.653 14.837
C 6.164 -24.746 14.333
C 5.142 -23.594 16.291
H 5.020 -23.029 12.903
H 7.182 -24.491 14.032
H 5.643 -25.213 13.492
H 6.280 -25.580 15.026
H 4.317 -24.270 16.514
H 6.084 -23.821 16.780
H 4.884 -22.564 16.540
C 2.633 -20.738 9.177
O 1.741 -21.316 8.588
N 2.983 -20.960 10.456
C 3.985 -20.128 11.103
C 2.332 -21.935 11.304
H 3.246 -19.940 8.729
H 3.508 -19.402 11.770
H 4.524 -19.530 10.368
H 4.699 -20.684 11.707
H 1.344 -22.179 10.925
H 2.945 -22.837 11.335
H 2.117 -21.499 12.280
C 1.245 -23.628 16.837
O 1.128 -24.288 17.858
N 0.260 -23.387 15.949
C -1.105 -23.821 16.185
C 0.639 -22.809 14.662
H 2.220 -23.192 16.565
H -1.014 -24.443 17.082
H -1.520 -24.490 15.433
H -1.807 -23.028 16.445
H 0.290 -21.773 14.606
H 1.688 -22.919 14.408
H 0.051 -23.305 13.890
O 1.030 -17.634 14.637
C 2.187 -17.907 14.678
O 3.189 -17.144 14.189
C 2.910 -15.892 13.575
C 2.983 -16.058 12.045
C 2.744 -19.147 15.310
H 3.668 -15.204 13.939
H 1.902 -15.530 13.783
H 3.702 -16.829 11.772
H 3.327 -15.121 11.602
H 2.004 -16.289 11.628
H 2.593 -20.047 14.713
H 2.236 -19.324 16.257
H 3.819 -19.094 15.464
O 6.093 -23.352 18.413
C 6.040 -23.319 19.617
O 4.939 -23.468 20.337
C 3.711 -23.757 19.666
C 2.576 -23.002 20.340
C 7.258 -23.184 20.512
H 3.448 -24.814 19.627
H 3.786 -23.431 18.628
H 2.607 -23.181 21.414
H 1.636 -23.304 19.882
H 2.726 -21.934 20.162
H 7.027 -23.648 21.469
H 7.453 -22.120 20.643
H 8.140 -23.685 20.125
O -0.596 -22.861 21.522
C -0.466 -21.662 21.533
O -0.188 -20.910 20.468
C -0.243 -21.573 19.183
C -0.210 -20.533 18.084
C -0.507 -20.836 22.784
H -1.210 -22.073 19.116
H 0.559 -22.304 19.151
H -0.004 -21.004 17.115
H 0.618 -19.826 18.157
H -1.175 -20.063 17.904
H -1.132 -21.380 23.487
H -0.875 -19.834 22.587
H 0.525 -20.794 23.137
O -3.625 -21.145 17.666
C -4.582 -21.016 16.953
O -5.413 -19.971 17.064
C -5.095 -18.955 17.993
C -5.735 -17.650 17.518
C -5.141 -21.981 15.956
H -4.017 -18.846 18.132
H -5.448 -19.167 19.007
H -5.880 -16.976 18.361
H -6.694 -17.903 17.067
H -5.119 -17.138 16.780
H -5.498 -21.549 15.027
H -6.007 -22.425 16.457
H -4.457 -22.798 15.742
O -6.573 -23.896 18.476
C -5.564 -24.337 18.973
O -5.473 -24.795 20.209
C -6.612 -24.821 21.082
C -6.292 -25.729 22.255
C -4.266 -24.507 18.200
H -7.439 -25.233 20.503
H -6.797 -23.794 21.395
H -6.286 -26.771 21.952
H -6.945 -25.483 23.093
H -5.322 -25.461 22.685
H -3.559 -23.766 18.576
H -4.525 -24.497 17.151
H -3.831 -25.443 18.554
O 2.341 -26.331 21.242
C 1.492 -27.037 21.726
O 0.202 -26.920 21.444
C -0.089 -25.826 20.547
C -1.554 -25.812 20.196
C 1.793 -28.233 22.569
H 0.488 -26.010 19.639
H 0.230 -24.905 21.021
H -1.763 -25.134 19.366
H -2.172 -25.398 20.993
H -1.857 -26.792 19.823
H 1.688 -29.148 21.986
H 1.093 -28.273 23.406
H 2.804 -28.187 22.962
O -0.911 -25.994 10.969
C -0.320 -25.026 11.394
O 0.632 -25.035 12.309
C 1.230 -26.258 12.719
C 0.545 -26.813 13.953
C -0.665 -23.631 10.938
H 2.294 -26.163 12.937
H 1.185 -26.938 11.867
H -0.524 -26.953 13.767
H 0.631 -26.173 14.834
H 0.855 -27.807 14.282
H -0.518 -22.950 11.770
H -1.665 -23.701 10.526
H 0.018 -23.373 10.126

=====

# 2
This record from the Open Molecules 2025 dataset describes 10 unconnected molecules or ions with the total composition C40H85N5O5 at a distorted geometry. The level of theory is wB97M-V/def2-TZVPD.

The LUMO energy comes out at 0.0088 Ha. Its HOMO-LUMO gap is 10.05 eV. As for the SMILES: CCCC#N.CCCC#N.CCCC#N.CCCC#N.CCCC#N.CCOCC.CCOCC.CCOCC.CCOCC.CCOCC. The total energy is -60541.8872 eV. As for the molar mass: 716.1 g mol⁻¹. The calculation puts the relative energy (zero: lowest compared OMol25 entry of this formula, charge and spin) at 30.1 kcal/mol. The spin multiplicity is 1.

Positions of all 135 atoms, in Å:
C 12.849 2.170 31.835
C 13.931 1.524 30.973
O 13.310 1.215 29.685
C 14.033 0.278 28.937
C 15.270 0.837 28.253
H 11.867 1.706 31.746
H 13.142 2.135 32.884
H 12.815 3.196 31.469
H 14.884 2.051 31.005
H 14.115 0.590 31.505
H 14.213 -0.635 29.505
H 13.390 -0.052 28.121
H 15.096 1.744 27.674
H 15.586 0.135 27.481
H 16.162 0.946 28.870
C 13.498 1.907 25.469
C 13.236 2.511 24.062
O 14.444 2.750 23.309
C 14.166 3.239 21.971
C 15.473 3.454 21.185
H 13.957 2.698 26.063
H 12.600 1.538 25.965
H 14.174 1.056 25.382
H 12.602 1.805 23.527
H 12.711 3.458 24.183
H 13.593 2.536 21.367
H 13.672 4.209 22.031
H 16.094 4.244 21.607
H 15.264 3.791 20.169
H 15.954 2.478 21.120
C 2.390 3.384 22.918
C 2.943 4.601 23.721
O 4.203 4.241 24.356
C 4.163 3.774 25.702
C 5.555 3.857 26.221
H 2.285 2.500 23.547
H 1.448 3.534 22.389
H 3.115 3.166 22.134
H 3.232 5.417 23.058
H 2.226 5.000 24.438
H 3.551 4.393 26.359
H 3.732 2.781 25.829
H 5.869 4.894 26.346
H 6.327 3.287 25.704
H 5.539 3.432 27.224
C 12.934 -6.152 33.519
C 11.430 -6.039 33.503
O 11.107 -4.982 32.641
C 9.696 -4.824 32.496
C 9.398 -3.730 31.505
H 13.310 -6.462 32.544
H 13.353 -5.188 33.809
H 13.325 -6.913 34.194
H 10.977 -7.008 33.294
H 11.096 -5.769 34.505
H 9.274 -5.770 32.158
H 9.287 -4.586 33.478
H 9.729 -2.750 31.847
H 8.329 -3.718 31.290
H 9.894 -3.929 30.555
C 9.069 1.164 25.009
C 9.748 0.004 25.751
O 9.416 0.055 27.144
C 10.070 -0.893 27.966
C 9.637 -0.575 29.381
H 7.982 1.235 25.016
H 9.383 2.055 25.552
H 9.386 1.041 23.973
H 9.311 -0.902 25.329
H 10.811 -0.036 25.512
H 9.746 -1.883 27.645
H 11.156 -0.809 28.007
H 9.823 -1.417 30.048
H 8.563 -0.415 29.478
H 10.131 0.358 29.655
C 6.643 2.634 22.647
C 6.907 2.007 21.255
C 8.103 0.979 21.251
C 7.804 -0.273 21.988
N 7.503 -1.259 22.567
H 5.820 3.341 22.542
H 7.498 3.177 23.050
H 6.425 1.890 23.413
H 7.113 2.708 20.446
H 6.018 1.481 20.905
H 9.051 1.373 21.618
H 8.243 0.668 20.216
C 6.983 2.154 31.190
C 6.578 1.388 32.437
C 7.226 -0.054 32.435
C 6.834 -0.880 31.282
N 6.578 -1.550 30.377
H 8.047 2.391 31.196
H 6.508 3.135 31.177
H 6.805 1.677 30.226
H 5.504 1.201 32.434
H 6.878 1.928 33.335
H 6.863 -0.601 33.305
H 8.301 -0.108 32.605
C 12.365 -2.996 23.923
C 11.258 -4.056 24.186
C 11.170 -4.693 25.627
C 12.190 -5.725 25.907
N 13.015 -6.578 26.065
H 12.564 -2.429 24.833
H 12.115 -2.279 23.141
H 13.303 -3.483 23.657
H 11.365 -4.877 23.477
H 10.297 -3.596 23.957
H 10.189 -5.154 25.742
H 11.277 -3.836 26.292
C 9.231 3.702 28.192
C 10.601 3.114 28.468
C 11.684 4.195 28.123
C 11.682 5.326 29.004
N 11.716 6.249 29.701
H 9.049 4.126 27.205
H 9.020 4.526 28.872
H 8.464 2.942 28.340
H 10.836 2.187 27.944
H 10.736 2.806 29.504
H 11.613 4.433 27.061
H 12.707 3.831 28.208
C 4.785 0.228 25.078
C 5.768 -0.661 25.997
C 6.154 0.102 27.279
C 4.927 0.430 28.135
N 3.993 0.667 28.781
H 3.867 0.194 25.665
H 4.612 -0.195 24.089
H 5.058 1.279 24.984
H 6.674 -0.924 25.452
H 5.389 -1.671 26.152
H 6.705 0.998 26.995
H 6.934 -0.465 27.787